Formula: C8H4BrCeCl2DyNO3
Source: OMol25
Level of theory: ωB97M-V/def2-TZVPD

Properties
⟨S²⟩: 12.369
Spin multiplicity: 7
Total charge: +4
Calculated total energy (a.u.): -5440.464134

Element x y z (Å)
Dy 0.075 0.513 -3.271
Ce 1.077 0.591 -0.372
Cl -0.554 -1.395 -1.625
Cl -0.390 2.815 -2.225
C 2.049 2.492 0.181
C 0.956 -1.327 -4.742
C 1.051 1.716 -5.233
O 2.648 3.424 0.610
O 1.266 -2.275 -5.339
O 1.412 2.404 -6.093
Br -0.050 -3.727 3.276
C -0.489 -1.960 2.757
C -1.428 -1.222 3.471
C -1.730 0.078 3.070
C -1.105 0.632 1.978
N -0.166 -0.106 1.313
C 0.147 -1.402 1.656
H -1.914 -1.668 4.340
H -2.456 0.684 3.610
H -1.284 1.646 1.596
H 0.886 -1.912 1.041

=====

Formula: C8H4BrCl2CoNO3Y
Source: OMol25
Level of theory: ωB97M-V/def2-TZVPD

Properties
⟨S²⟩: 6.052
Spin multiplicity: 5
Total charge: +4
Energy above the lowest of the compared OMol25 structures with the same formula, charge and spin (kJ/mol): 0.0

Element x y z (Å)
Co -3.114 3.882 0.146
Y -1.487 -1.277 -0.263
Cl -0.985 3.718 -0.318
Cl -1.650 -3.053 -1.905
C -0.985 -2.985 1.462
C -4.758 4.351 0.669
C -3.244 2.163 -0.063
O -0.574 -3.895 2.062
O -5.754 4.735 1.160
O -2.884 0.999 -0.107
Br 3.725 1.580 1.143
C 2.805 0.184 0.306
C 3.457 -0.794 -0.436
C 2.719 -1.867 -0.946
C 1.330 -1.893 -0.812
N 0.703 -0.865 -0.150
C 1.420 0.184 0.369
H 4.545 -0.767 -0.448
H 3.201 -2.651 -1.533
H 0.670 -2.709 -1.198
H 0.857 0.960 0.863

=====

Formula: C8H4INO2S
Source: OMol25
Level of theory: ωB97M-V/def2-TZVPD

Properties
Calculated total energy (a.u.): -1208.175537

Element x y z (Å)
C -1.734 -1.600 -0.269
C -2.347 -0.371 -0.116
C -0.397 -1.818 -0.050
C -1.682 0.738 0.329
C 0.347 -0.681 0.203
C -0.261 0.610 0.421
C 1.799 -0.506 0.144
C 2.435 0.598 0.481
N 0.535 1.648 0.696
O 1.772 2.109 -1.621
O 2.462 3.244 0.368
S 1.854 2.109 -0.158
I 2.998 -2.224 -0.002
H -2.161 -2.552 -0.504
H -3.327 -0.150 -0.241
H -0.009 -2.745 -0.157
H -2.284 1.592 0.476

=====

Formula: C8H4N2O
Source: OMol25
Level of theory: ωB97M-V/def2-TZVPD

Properties
Energy above the lowest of the compared OMol25 structures with the same formula, charge and spin (kJ/mol): 449.4

Element x y z (Å)
C 1.734 0.848 -0.179
C 0.805 1.754 -0.548
C 1.163 -0.381 0.410
C -0.333 0.026 0.258
C 1.515 -1.617 -0.287
C -2.219 -0.530 0.401
C -0.552 1.234 -0.398
C -2.440 0.473 -0.363
N 1.861 -2.537 -0.874
N -1.879 1.567 -0.704
O -2.546 -1.790 0.553
H 2.791 1.007 -0.203
H 0.811 2.808 -0.996
H 1.566 -0.736 1.446
H -2.277 -2.127 1.484